ORCA calculation (ωB97M-V/def2-TZVPD) on C52H46N6OP2SbSe4TeY as an isolated structure at a distorted geometry.

Geometry as XYZ:
```
114
Properties=species:S:1:pos:R:3:mulliken_charge:R:1
Y -19.332 -11.733 0.599 -1.08
Se -23.277 -12.467 4.362 -0.72
Sb -20.879 -12.427 3.990 0.61
Se -20.242 -13.974 1.994 -0.67
Se -19.861 -10.328 2.946 -0.65
Se -19.644 -13.102 5.978 -0.74
N -27.739 -6.361 1.414 -0.61
C -26.713 -6.892 1.271 -0.01
C -25.417 -7.465 0.903 0.63
C -24.886 -7.250 -0.358 -0.71
C -23.660 -7.836 -0.721 0.04
C -23.005 -8.672 0.194 -0.68
C -23.505 -8.900 1.495 -0.13
C -24.720 -8.289 1.810 -0.84
C -21.797 -9.415 -0.292 1.94
C -22.078 -10.718 -0.699 0.02
C -23.378 -11.262 -0.882 -1.03
C -23.239 -12.562 -1.273 -1.45
C -21.847 -12.778 -1.255 -0.23
N -21.144 -11.690 -0.990 1.16
C -20.561 -8.780 -0.229 -0.32
C -20.256 -7.426 0.104 -0.77
C -18.912 -7.296 -0.089 -2.07
C -18.430 -8.594 -0.392 -0.23
N -19.413 -9.490 -0.511 0.85
H -25.474 -6.702 -1.102 0.37
H -23.329 -7.816 -1.744 0.47
H -22.949 -9.524 2.170 0.55
H -25.114 -8.470 2.789 0.49
H -24.281 -10.686 -0.855 0.53
H -23.998 -13.317 -1.463 0.43
H -21.353 -13.726 -1.480 0.11
H -20.955 -6.697 0.450 0.63
H -18.309 -6.397 -0.010 0.47
H -17.424 -8.985 -0.525 0.56
Te -14.610 -14.262 -1.468 0.32
C -13.149 -13.862 -2.986 0.25
C -13.338 -13.470 -4.289 0.09
C -12.264 -13.149 -5.083 -0.35
N -10.995 -13.043 -4.644 -0.67
C -10.788 -13.482 -3.392 -0.36
C -11.826 -13.860 -2.547 -0.56
C -16.544 -13.473 -1.581 -0.83
P -18.091 -14.351 -1.558 1.62
C -18.625 -14.696 -3.282 0.61
C -19.928 -15.165 -3.476 -0.65
C -20.359 -15.552 -4.728 -0.75
C -19.441 -15.515 -5.795 -0.85
C -18.151 -14.962 -5.614 -0.38
C -17.731 -14.586 -4.366 -0.24
C -17.624 -16.075 -1.068 -0.29
C -17.135 -17.043 -1.948 -0.36
C -16.698 -18.279 -1.516 -0.68
C -16.685 -18.568 -0.142 -0.67
C -17.206 -17.611 0.742 -0.67
C -17.733 -16.416 0.284 0.17
P -17.055 -11.814 -1.753 0.83
C -17.433 -11.536 -3.547 0.13
C -18.723 -11.351 -3.986 -0.39
C -18.985 -11.337 -5.366 -0.43
C -17.963 -11.501 -6.263 -0.65
C -16.671 -11.616 -5.818 -0.65
C -16.394 -11.642 -4.465 -1.14
C -15.679 -10.706 -1.651 0.76
C -14.681 -10.924 -0.693 -0.32
C -13.697 -9.977 -0.484 -0.68
C -13.701 -8.760 -1.139 -0.82
C -14.711 -8.524 -2.048 -0.65
C -15.655 -9.494 -2.311 -0.50
H -14.304 -13.511 -4.775 0.26
H -12.465 -12.867 -6.100 0.36
H -9.765 -13.490 -3.009 0.33
H -11.607 -14.105 -1.534 0.34
H -20.612 -15.151 -2.611 0.22
H -21.393 -15.886 -4.862 0.39
H -19.712 -15.893 -6.748 0.41
H -17.481 -14.842 -6.482 0.37
H -16.729 -14.229 -4.159 0.59
H -17.141 -16.761 -2.986 0.36
H -16.356 -18.995 -2.233 0.43
H -16.424 -19.538 0.284 0.34
H -17.276 -17.724 1.810 0.46
H -18.195 -15.745 0.990 -0.13
H -19.570 -11.234 -3.313 0.16
H -20.014 -11.255 -5.693 0.42
H -18.219 -11.624 -7.338 0.29
H -15.903 -11.741 -6.568 0.38
H -15.382 -11.827 -4.119 0.83
H -14.655 -11.776 -0.041 -0.23
H -12.892 -10.244 0.222 0.38
H -12.911 -8.052 -0.933 0.39
H -14.795 -7.599 -2.566 0.49
H -16.449 -9.211 -3.037 0.28
C -16.618 -9.089 2.449 -0.43
N -16.025 -10.376 2.841 0.50
C -15.341 -10.442 4.161 -0.95
C -16.149 -11.332 5.072 -0.46
C -16.193 -12.749 4.475 -0.61
N -16.312 -12.657 3.009 0.29
C -16.402 -13.933 2.351 -1.20
C -16.505 -11.509 2.297 -0.41
O -17.133 -11.563 1.206 3.04
H -15.768 -8.505 2.038 0.31
H -17.023 -8.611 3.356 0.45
H -17.375 -9.294 1.723 -0.60
H -15.241 -9.386 4.510 0.46
H -14.387 -10.873 3.992 0.40
H -17.148 -10.953 5.259 0.21
H -15.616 -11.385 6.036 0.42
H -16.991 -13.346 4.844 0.27
H -15.204 -13.203 4.725 0.26
H -17.321 -14.391 2.615 0.42
H -15.553 -14.536 2.641 0.51
H -16.371 -13.839 1.265 -0.14
```

Molecular weight (g mol⁻¹): 1487.0
Gap between HOMO and LUMO (eV): 5.61
E_HOMO (eV): -2.3
Charge: -2
Energy relative to the best compared isomer or geometry (same formula, charge and spin) (eV): 0.394